The following is a DFT calculation (ωB97M-V/def2-TZVPD) of an isolated ion of composition C3H7FN4 and charge +2.

```
15
Properties=species:S:1:pos:R:3
N -1.924 1.478 -0.160
C -0.814 0.745 -0.056
N -0.848 -0.615 0.121
C 0.178 -1.645 -0.026
N 1.492 -1.057 -0.087
C 1.709 0.192 0.011
F 2.838 0.744 0.158
N 0.430 1.354 -0.014
H -1.887 2.501 -0.270
H -2.813 1.014 0.016
H -1.827 -0.994 0.401
H 0.198 -2.096 0.906
H 0.035 -2.200 -0.928
H 2.315 -1.653 0.049
H 0.919 2.232 -0.119
```

## Properties
**Strongest force on any atom**: 7.3 eV/A
**Net charge**: +2
**Calculated total energy**: -436.68598 a.u.
**SMILES**: [NH2+]=C1NC[NH+]=C(F)N1



The following is a DFT calculation (ωB97M-V/def2-TZVPD) of a 2-piece molecular cluster, C3H7FO2 overall.

```
13
Properties=species:S:1:pos:R:3
C 0.496 -0.039 1.132
C 0.278 -0.551 -0.371
C -1.199 -0.244 -0.848
H 1.267 1.757 1.713
H -0.214 -0.566 1.895
H 1.575 -0.112 1.387
H 0.427 -1.660 -0.093
H 0.910 1.077 -1.603
H -1.509 0.715 -0.722
H -1.778 -1.164 -0.233
O 0.093 1.345 1.204
O 1.030 0.006 -1.370
F -1.375 -0.564 -2.091
```

## Properties
**Strongest force on any atom**: 8.4 eV/A
**Net charge**: 0
**Calculated total energy**: -368.68416 a.u.



The following is a DFT calculation (ωB97M-V/def2-TZVPD) of a 2-piece molecular cluster, C3H7FO3 overall.

```
14
Properties=species:S:1:pos:R:3
C -1.265 -1.221 0.307
C 1.684 0.278 0.248
C -0.983 1.153 -0.088
O -1.470 1.254 -1.276
O -1.288 0.124 0.742
O 0.888 0.896 -0.611
F -1.054 2.265 0.652
H -0.300 -1.637 0.146
H -1.559 -1.181 -0.790
H -1.977 -1.780 0.795
H 1.483 0.596 1.230
H 2.757 0.414 -0.163
H 1.498 -0.870 0.382
H -0.812 1.362 -2.020
```

## Properties
**Strongest force on any atom**: 5.4 eV/A
**Net charge**: 0
**Calculated total energy**: -443.98493 a.u.



The following is a DFT calculation (ωB97M-V/def2-TZVPD) of a 2-piece molecular cluster, C3H7FOS overall.

```
13
Properties=species:S:1:pos:R:3
O -0.113 4.400 -0.004
C -0.223 3.203 -0.006
C -0.615 2.376 -1.159
F -0.644 3.098 -2.334
H 0.167 2.649 0.819
H -1.721 2.143 -1.055
H -0.088 1.510 -1.297
C 0.472 -3.695 1.123
S 0.123 -1.935 0.632
H 1.444 -4.068 1.332
H 0.232 -4.241 0.176
H -0.277 -3.990 1.898
H 1.241 -1.450 -0.125
```

## Properties
**Strongest force on any atom**: 4.8 eV/A
**Net charge**: 0
**Calculated total energy**: -691.72697 a.u.
**SMILES**: O=CCF.CS



The following is a DFT calculation (ωB97M-V/def2-TZVPD) of one molecule with the formula C3H7FOS.

```
13
Properties=species:S:1:pos:R:3
O 0.391 -1.546 -0.813
C 0.108 -0.548 0.295
C -1.282 -0.029 -0.019
F -1.777 0.847 1.039
C 1.052 0.630 0.406
S 1.639 1.450 -1.065
H 0.137 -2.397 -0.455
H 0.080 -1.034 1.246
H -1.888 -0.922 0.089
H -1.365 0.419 -1.043
H 1.943 0.330 0.896
H 0.542 1.347 0.971
H 0.420 1.456 -1.546
```

## Properties
**Strongest force on any atom**: 2.7 eV/A
**Net charge**: 0
**Calculated total energy**: -691.75812 a.u.
**SMILES**: O[C@H](CF)CS



The following is a DFT calculation (ωB97M-V/def2-TZVPD) of one molecule with the formula C3H7FSi.

```
12
Properties=species:S:1:pos:R:3
C 1.783 0.505 0.335
C 1.085 -0.234 -0.513
Si -0.783 -0.910 -0.278
C -1.913 0.489 0.540
F -3.208 0.246 0.033
H 2.716 0.969 0.168
H 1.469 0.821 1.345
H 1.489 -0.429 -1.464
H -1.322 -2.321 0.073
H -1.000 -0.977 -1.738
H -2.047 0.303 1.594
H -1.654 1.486 0.215
```

## Properties
**Strongest force on any atom**: 2.8 eV/A
**Net charge**: 0
**Calculated total energy**: -507.78052 a.u.
**SMILES**: C=C[SiH2]CF



For each record above, in turn, the calculated gap between HOMO and LUMO values are 0.3942, 0.3520, 0.3575, 0.3642, 0.3602, 0.4072 Eh.